Record 1
A gas-phase ion, C5H6NO (charge +1) at a distorted geometry. Source: the OMol25 dataset; level of theory: wB97M-V/def2-TZVPD.

Output
**Orbital gap (spin up / spin down)**: 6.5 / 6.5 eV
**F_max**: 2.9 eV/A
**HOMO energy (spin up / spin down)**: -14.07 / -14.07 eV
**Charge**: +1
**E_LUMO (spin up / spin down)**: -7.6 / -7.6 eV

Atoms and positions in Å:
1 C -2.540 0.078 0.079
2 C -1.217 0.635 -0.307
3 C -0.037 0.498 0.133
4 C 1.901 -0.773 -0.387
5 C 1.262 0.374 0.529
6 N -3.089 -0.889 0.655
7 O -3.806 0.237 -0.301
8 H -1.441 1.416 -1.034
9 H 1.373 -0.744 -1.365
10 H 1.806 -1.659 0.158
11 H 2.931 -0.405 -0.441
12 H 1.913 1.251 0.583
13 H 0.944 -0.018 1.699

***

Record 2
A molecular structure, C29H48Cl2N3O4SiTeTl at a distorted geometry. Source: the OMol25 dataset; level of theory: wB97M-V/def2-TZVPD.

Output
**Orbital gap**: 6.6 eV
**F_max**: 1.6 eV/A
**HOMO energy**: -7.32 eV
**Charge**: 0
**E_LUMO**: -0.7 eV

Atoms and positions in Å:
1 C 0.826 4.952 -2.038
2 C 2.237 5.263 -1.642
3 H 0.161 5.792 -1.810
4 H 0.458 4.063 -1.506
5 H 0.741 4.753 -3.120
6 C 2.708 6.500 -1.428
7 C 1.930 7.748 -1.677
8 H 3.724 6.642 -1.057
9 H 0.889 7.663 -1.345
10 H 1.919 8.020 -2.743
11 H 2.394 8.585 -1.139
12 Tl -2.402 -1.838 0.270
13 Cl -1.610 0.307 -0.729
14 C 0.668 -2.470 -0.232
15 O -0.106 -2.393 0.758
16 N 1.990 -2.595 -0.114
17 C 2.653 -2.590 1.184
18 C 2.831 -2.730 -1.301
19 H 0.289 -2.425 -1.271
20 H 1.928 -2.767 1.985
21 H 3.177 -1.635 1.349
22 H 3.416 -3.375 1.175
23 H 2.159 -2.812 -2.164
24 H 3.455 -3.630 -1.207
25 H 3.494 -1.859 -1.418
26 H -1.928 -6.898 3.378
27 H -3.915 -7.811 1.816
28 C -2.663 -6.116 3.611
29 C -4.442 -6.873 2.045
30 N -3.493 -5.837 2.449
31 H -2.157 -5.205 3.940
32 C -3.292 -4.748 1.697
33 O -2.394 -3.906 1.886
34 H -4.984 -6.524 1.156
35 H -4.006 -4.654 0.852
36 H -3.307 -6.509 4.402
37 H -5.145 -7.075 2.864
38 H -4.367 2.059 1.749
39 H -1.715 2.075 1.784
40 C -4.363 1.523 2.710
41 C -1.904 1.806 2.833
42 N -3.057 0.931 2.939
43 H -5.106 0.721 2.688
44 C -2.890 -0.405 3.016
45 O -1.837 -1.002 2.696
46 H -1.021 1.307 3.248
47 H -3.783 -0.969 3.347
48 H -4.591 2.247 3.504
49 H -2.116 2.726 3.389
50 O 2.953 3.583 -0.098
51 C 3.140 4.052 -1.430
52 C 5.510 4.723 -0.728
53 C 4.610 4.334 -1.724
54 H 5.163 4.785 0.308
55 C 6.828 5.032 -1.079
56 H 2.795 3.286 -2.143
57 C 5.034 4.235 -3.057
58 H 7.528 5.318 -0.293
59 C 7.244 4.979 -2.413
60 C 6.334 4.584 -3.406
61 H 4.295 3.906 -3.795
62 H 8.269 5.234 -2.683
63 H 6.640 4.543 -4.450
64 Si 2.962 2.055 0.572
65 Cl -4.808 -1.423 0.931
66 C 3.507 2.279 2.343
67 C 4.205 1.013 -0.371
68 C 1.230 1.389 0.479
69 H 4.387 2.932 2.403
70 H 3.766 1.313 2.797
71 H 2.709 2.735 2.944
72 H 0.526 2.062 0.989
73 H 1.121 0.395 0.935
74 H 0.887 1.304 -0.560
75 H 5.165 1.543 -0.455
76 H 3.856 0.792 -1.389
77 H 4.393 0.058 0.141
78 Te -2.777 -3.872 -1.776
79 C -4.771 -4.450 -2.085
80 C -5.775 -4.248 -1.113
81 C -7.045 -4.797 -1.316
82 C -7.347 -5.455 -2.516
83 C -6.364 -5.602 -3.509
84 C -5.070 -5.114 -3.303
85 H -5.530 -3.649 -0.231
86 H -7.800 -4.695 -0.533
87 H -8.352 -5.844 -2.687
88 H -6.603 -6.107 -4.448
89 H -4.264 -5.239 -4.026

***

Asked for energy above the lowest of the compared OMol25 structures with the same formula, charge and spin across the records above, the calculation gives 8.524; 0.000 eV in order.